DFT (ωB97M-V with the def2-TZVPD basis set) results for one molecule with the formula C16H21NO3.

```
41
C16H21NO3 ωB97M-V with the def2-TZVPD basis set
C -5.068 2.605 -2.430
O -3.866 2.846 -1.744
C -3.018 1.801 -1.539
C -3.247 0.494 -1.939
C -2.310 -0.493 -1.680
C -1.141 -0.201 -0.998
C -0.171 -1.304 -0.748
O -0.078 -2.237 -1.539
C 0.612 -1.219 0.467
C 1.542 -2.172 0.711
N 2.325 -2.346 1.790
C 3.446 -3.254 1.746
C 4.747 -2.477 1.518
C 4.919 -1.422 2.609
C 3.688 -0.520 2.663
C 2.433 -1.376 2.853
C -0.899 1.116 -0.600
C -1.815 2.115 -0.867
O -1.662 3.430 -0.532
C -0.483 3.818 0.122
H -4.887 2.236 -3.445
H -5.704 1.893 -1.893
H -5.573 3.568 -2.483
H -4.154 0.233 -2.461
H -2.483 -1.508 -2.003
H 0.402 -0.417 1.153
H 1.653 -2.931 -0.056
H 3.291 -3.985 0.951
H 3.501 -3.786 2.703
H 5.593 -3.167 1.518
H 4.702 -1.991 0.542
H 5.813 -0.827 2.417
H 5.047 -1.917 3.575
H 3.776 0.196 3.480
H 3.599 0.036 1.727
H 1.537 -0.757 2.876
H 2.501 -1.917 3.804
H 0.031 1.356 -0.110
H -0.375 3.320 1.093
H -0.574 4.892 0.280
H 0.405 3.617 -0.488
```

E_HOMO, eV: -7.83
Spin multiplicity: 1
Charge: 0
SMILES: COc1ccc(C(=O)/C=C/N2CCCCC2)cc1OC
Frontier orbital gap, eV: 8.49
Calculated total energy, eV: -24564.4113
Lowest unoccupied orbital energy, eV: 0.659

Atom charges from the natural (NBO) analysis, given in e for atoms 1 to 8: atom 1 (C): -0.25, atom 2 (O): -0.48, atom 3 (C): 0.26, atom 4 (C): -0.30, atom 5 (C): -0.16, atom 6 (C): -0.15, atom 7 (C): 0.54, atom 8 (O): -0.61